Computed, not measured: a gas-phase ion, C36H37BClN2O9S (charge -1), with ωB97M-V/def2-TZVPD.

molar mass: 720.03 g/mol
SMILES: CB(O)c1c(CCc2ccccc2)c2c(c(CCCCN(C)C(C)=O)c1OC#N)C(=O)c1c(C[C@@H](C)Cl)c(C(=O)[O-])cc(S(C)(=O)=O)c1C2=O
Kohn-Sham gap: 0.2384 hartree
total charge: -1

Geometry as XYZ:
```
87
C36H37BClN2O9S | OMol25 | ωB97M-V/def2-TZVPD
C 2.39188 -3.70078 2.61163
B 1.98212 -3.69596 1.08277
O 2.29450 -4.78335 0.24761
C 1.23500 -2.46239 0.36231
C -0.15557 -2.25059 0.41272
C -1.00613 -3.24039 1.20374
C -1.11301 -4.63893 0.47049
C -2.52899 -4.89714 -0.06308
C -3.41299 -5.61857 0.76252
C -4.73078 -5.86454 0.37954
C -5.14379 -5.36511 -0.86144
C -4.29949 -4.68118 -1.72895
C -2.97869 -4.45668 -1.30181
C -0.65338 -1.14321 -0.29197
C 0.19626 -0.30070 -1.03312
C 1.58822 -0.48965 -1.07851
C 2.51418 0.45567 -1.85046
C 3.69122 1.01010 -1.00731
C 3.32827 2.31471 -0.23092
C 4.53772 2.61425 0.70878
N 4.33741 2.09916 2.08987
C 5.41050 1.18652 2.49969
C 4.26742 3.21125 3.01265
C 5.50201 3.85380 3.66821
O 3.18015 3.65622 3.29395
C 2.05377 -1.60330 -0.36444
O 3.46650 -1.90776 -0.37983
C 3.78736 -2.32166 -1.58865
N 3.96348 -2.45007 -2.73799
C -0.49011 0.83280 -1.79010
O -0.15616 1.19376 -2.89905
C -1.68412 1.50472 -1.12376
C -1.93597 2.86949 -1.30082
C -1.06156 3.83309 -2.10975
C -1.44745 3.97472 -3.61406
C -0.28877 3.62500 -4.60010
Cl -2.95048 3.08428 -4.07688
C -3.08834 3.40565 -0.68051
C -3.47788 4.88121 -0.85027
O -4.49905 5.07086 -1.55083
O -2.79713 5.81496 -0.35892
C -3.87912 2.56733 0.10119
C -3.62304 1.20595 0.29020
S -4.73447 0.26873 1.35021
C -5.29340 1.45945 2.60670
O -4.08608 -0.79251 2.08253
O -5.89574 -0.11382 0.58538
C -2.50737 0.65039 -0.35843
C -2.15288 -0.81375 -0.27454
O -2.97733 -1.69598 -0.23108
H 1.55675 -3.57817 3.31484
H 2.93931 -4.64412 2.79998
H 3.15428 -2.90322 2.73044
H 2.89957 -4.41714 -0.41680
H -1.99573 -2.85295 1.48069
H -0.47821 -3.42073 2.16152
H -0.97480 -5.39566 1.26372
H -0.34558 -4.74459 -0.30855
H -3.02369 -5.97562 1.72287
H -5.38616 -6.42085 1.05088
H -6.19065 -5.54117 -1.13764
H -4.65660 -4.31931 -2.69494
H -2.31377 -3.91572 -1.98306
H 2.84607 -0.07470 -2.76261
H 1.95766 1.32813 -2.22739
H 4.08823 0.31258 -0.25392
H 4.52739 1.21331 -1.70523
H 2.45994 2.09722 0.41021
H 3.16342 3.16048 -0.91635
H 5.48014 2.21390 0.29599
H 4.67590 3.71281 0.78590
H 6.42900 1.55884 2.24315
H 5.31467 0.18315 2.05389
H 5.40806 1.06475 3.59778
H 6.45733 3.35063 3.45975
H 5.57189 4.88889 3.29200
H 5.40394 3.93815 4.76203
H -0.02493 3.46068 -2.00839
H -1.09775 4.79051 -1.55974
H -1.67130 5.04110 -3.77952
H -0.44443 2.57767 -4.90391
H -0.23726 4.30740 -5.45806
H 0.64782 3.62037 -4.01510
H -4.75700 3.00820 0.58158
H -5.84363 0.89085 3.36699
H -5.84392 2.30001 2.17241
H -4.37465 1.82828 3.09946
```